{
  "formula": "C15H7F6IrN4O12S2",
  "method": "ωB97M-V/def2-TZVPD",
  "total_charge": 1,
  "gap_ev": [9.82, 5.45],
  "spin_multiplicity": 6,
  "e_homo_ev": [-13.97, -13.96],
  "s_squared": 8.768,
  "species": ["Ir", "F", "C", "F", "F", "S", "O", "O", "N", "S", "O", "O", "C", "F", "F", "F", "O", "C", "O", "C", "C", "C", "C", "C", "N", "H", "H", "H", "H", "O", "C", "O", "C", "C", "C", "C", "C", "C", "N", "O", "O", "N", "O", "O", "H", "H", "H"],
  "coordinates": [[-0.13, -0.37, 0.17], [1.53, -1.64, 4.75], [1.56, -1.77, 3.45], [2.28, -2.80, 3.08], [0.29, -1.92, 2.99], [2.27, -0.26, 2.68], [1.81, -0.37, 1.25], [3.66, -0.27, 2.88], [1.59, 0.98, 3.36], [0.12, 1.40, 3.11], [-0.35, 1.08, 1.70], [-0.83, 1.08, 4.12], [0.27, 3.22, 3.02], [1.10, 3.54, 2.04], [0.70, 3.67, 4.17], [-0.95, 3.68, 2.76], [-2.04, -0.38, -3.50], [-1.84, -0.44, -2.29], [-1.06, -1.19, -1.59], [-2.62, 0.55, -1.45], [-3.74, 1.20, -1.92], [-4.43, 1.99, -1.02], [-3.99, 2.08, 0.29], [-2.85, 1.40, 0.67], [-2.15, 0.64, -0.21], [-4.05, 1.08, -2.95], [-5.32, 2.52, -1.33], [-4.52, 2.67, 1.03], [-2.48, 1.45, 1.68], [0.88, -2.19, -0.32], [1.66, -1.60, -1.15], [1.41, -0.35, -1.36], [2.76, -2.28, -1.80], [3.81, -1.53, -2.32], [4.84, -2.21, -2.92], [4.87, -3.59, -3.03], [3.81, -4.29, -2.50], [2.75, -3.67, -1.87], [3.80, -5.77, -2.60], [2.84, -6.36, -2.15], [4.76, -6.30, -3.13], [5.97, -1.43, -3.48], [6.86, -2.05, -4.04], [5.94, -0.22, -3.35], [3.83, -0.46, -2.27], [5.69, -4.09, -3.52], [1.95, -4.26, -1.46]]
}



{
  "formula": "C15H8Cl4N2O2Pd",
  "method": "ωB97M-V/def2-TZVPD",
  "gap_ev": [6.60, 6.54],
  "spin_multiplicity": 3,
  "e_homo_ev": [-7.23, -7.75],
  "s_squared": 2.022,
  "species": ["Pd", "N", "C", "C", "C", "C", "C", "C", "C", "C", "N", "C", "H", "H", "H", "H", "H", "H", "H", "H", "Cl", "C", "C", "Cl", "C", "Cl", "C", "O", "C", "O", "C", "Cl"],
  "coordinates": [[0.22, 0.65, 0.01], [-0.10, -1.03, 1.90], [-0.61, -2.26, 1.36], [-0.89, -3.34, 2.15], [-1.39, -4.55, 1.62], [-1.63, -4.66, 0.29], [-1.36, -3.56, -0.57], [-1.59, -3.64, -1.96], [-1.32, -2.56, -2.75], [-0.81, -1.40, -2.14], [-0.58, -1.29, -0.85], [-0.85, -2.35, -0.04], [0.79, -1.18, 2.36], [-0.73, -0.63, 2.58], [-0.70, -3.26, 3.22], [-1.60, -5.38, 2.29], [-2.02, -5.57, -0.14], [-1.98, -4.55, -2.39], [-1.48, -2.58, -3.82], [-0.58, -0.53, -2.73], [3.93, 6.44, -0.37], [2.65, 5.31, -0.18], [1.32, 5.79, 0.03], [1.04, 7.49, 0.09], [0.27, 4.92, 0.18], [-1.34, 5.45, 0.44], [0.49, 3.50, 0.13], [-0.44, 2.67, 0.27], [1.85, 3.01, -0.09], [2.05, 1.77, -0.14], [2.90, 3.97, -0.24], [4.49, 3.35, -0.51]]
}



{
  "formula": "C15H9AuBrNS5",
  "method": "ωB97M-V/def2-TZVPD",
  "total_charge": -2,
  "e_above_lowest_kcal_mol": 10.10,
  "gap_ev": [3.97, 3.94],
  "spin_multiplicity": 1,
  "e_homo_ev": [0.01, 0.04],
  "species": ["Au", "S", "C", "S", "C", "C", "S", "S", "S", "Br", "C", "C", "C", "C", "N", "C", "H", "H", "H", "H", "C", "C", "C", "C", "C", "C", "C", "H", "H", "H", "H", "H"],
  "coordinates": [[0.24, 0.01, -0.42], [-3.07, -3.17, -6.02], [-2.43, -2.49, -4.66], [-1.47, -3.36, -3.50], [-1.20, -2.04, -2.35], [-1.76, -0.84, -2.70], [-1.68, 0.64, -1.83], [-2.64, -0.82, -4.22], [-0.27, -2.40, -0.96], [-3.72, 2.53, 3.43], [-2.38, 1.19, 3.14], [-1.93, 0.45, 4.24], [-0.95, -0.52, 3.96], [-0.50, -0.67, 2.68], [-0.97, 0.03, 1.64], [-1.91, 0.96, 1.88], [-2.32, 0.60, 5.24], [-0.56, -1.13, 4.76], [0.26, -1.40, 2.43], [-2.27, 1.50, 1.02], [1.88, 0.83, 0.27], [2.11, 1.44, 1.48], [1.27, 2.49, 1.98], [1.48, 3.04, 3.21], [2.54, 2.62, 4.01], [3.41, 1.64, 3.53], [3.22, 1.08, 2.29], [0.45, 2.82, 1.35], [0.81, 3.80, 3.57], [2.68, 3.04, 5.00], [4.24, 1.31, 4.14], [3.90, 0.32, 1.92]]
}



| no. | molar mass (g mol⁻¹) |
| --- | --- |
| 1 | 805.58 |
| 2 | 496.47 |
| 3 | 640.45 |